No. 1
This record from the Open Molecules 2025 dataset describes a cluster of 3 separate species, C2HCl4NO5 in total in a non-equilibrium geometry. The level of theory is wB97M-V/def2-TZVPD.

Element x y z (Å)
Cl (-3.74, -3.22, 1.15)
Cl (-0.93, -5.18, -1.72)
Cl (-1.35, -5.52, 1.11)
Cl (-3.51, -2.78, -1.71)
O (-1.32, -2.63, -0.05)
O (-0.84, -0.96, 1.88)
O (1.42, 0.34, 0.46)
O (-1.27, -0.38, 0.88)
O (0.02, 1.78, 1.45)
N (0.60, 0.72, 1.29)
C (-2.32, -3.30, -0.20)
C (-2.07, -4.90, -0.39)
H (-2.96, -5.50, -0.59)

Summary:
spin multiplicity: 1
max |F|: 4.4 eV/Å
HOMO-LUMO gap (alpha / beta): 5.92 / 4.77 eV
E_HOMO (alpha / beta): -9.63 / -9.69 eV
net charge: 0
energy above the lowest of the compared OMol25 structures with the same formula, charge and spin: 36.7 kcal per mole

The computed Mulliken charges, all in e, follow: atom 1 (Cl): -0.169, atom 2 (Cl): -0.091, atom 3 (Cl): -0.084, atom 4 (Cl): -0.148, atom 5 (O): -0.168, atom 6 (O): -0.009, atom 7 (O): -0.329, atom 8 (O): -0.037, atom 9 (O): -0.307, atom 10 (N): 0.728, atom 11 (C): 0.237, atom 12 (C): -0.008, atom 13 (H): 0.386



No. 2
This record from the Open Molecules 2025 dataset describes a structure of composition C6H8N in a non-equilibrium geometry. The level of theory is wB97M-V/def2-TZVPD.

Element x y z (Å)
N (0.72, -1.37, -0.45)
C (-1.21, 1.68, -0.31)
C (1.05, -0.35, 0.68)
C (-0.76, 0.26, -0.66)
C (-0.78, 1.77, 1.00)
C (-0.36, 0.25, 0.82)
C (-0.13, -0.69, -1.55)
H (-0.62, 2.62, 1.76)
H (1.61, -1.83, -0.72)
H (-1.69, 2.30, -1.05)
H (1.41, -0.97, 1.42)
H (-0.01, -2.04, 0.00)
H (-0.87, -0.62, 1.47)
H (1.69, 0.24, 0.09)
H (-0.04, -1.24, -2.47)

Summary:
spin multiplicity: 1
max |F|: 6.4 eV/Å
HOMO-LUMO gap: 9.27 eV
E_HOMO: -13.65 eV
net charge: +1
energy above the lowest of the compared OMol25 structures with the same formula, charge and spin: 132.2 kcal per mole

The computed Mulliken charges, all in e, follow: atom 1 (N): -0.300, atom 2 (C): -0.216, atom 3 (C): -0.731, atom 4 (C): 0.080, atom 5 (C): -0.758, atom 6 (C): 0.310, atom 7 (C): -0.434, atom 8 (H): 0.353, atom 9 (H): 0.359, atom 10 (H): 0.421, atom 11 (H): 0.405, atom 12 (H): 0.382, atom 13 (H): 0.291, atom 14 (H): 0.428, atom 15 (H): 0.412



No. 3
This record from the Open Molecules 2025 dataset describes the molecule C3H2FNOS2 in a non-equilibrium geometry. The level of theory is wB97M-V/def2-TZVPD.

Element x y z (Å)
S (1.44, -1.65, -1.67)
S (0.11, 2.54, 1.70)
F (-1.59, -1.48, -0.53)
O (-0.84, 0.41, 0.64)
N (1.15, 0.78, -0.29)
C (-0.67, -0.66, -0.10)
C (0.55, -0.48, -0.79)
C (0.30, 1.18, 0.60)
H (-1.17, 2.29, 2.16)
H (0.72, -2.92, -1.72)

Summary:
spin multiplicity: 1
max |F|: 6.6 eV/Å
HOMO-LUMO gap: 8.50 eV
E_HOMO: -8.13 eV
net charge: 0
energy above the lowest of the compared OMol25 structures with the same formula, charge and spin: 40.0 kcal per mole
SMILES string: Fc1oc(S)nc1S

The computed Mulliken charges, all in e, follow: atom 1 (S): -0.309, atom 2 (S): -0.240, atom 3 (F): -0.226, atom 4 (O): -0.270, atom 5 (N): -0.526, atom 6 (C): 0.359, atom 7 (C): 0.275, atom 8 (C): 0.583, atom 9 (H): 0.188, atom 10 (H): 0.165



No. 4
This record from the Open Molecules 2025 dataset describes a structure of composition C6H12N2O in a non-equilibrium geometry. The level of theory is wB97M-V/def2-TZVPD.

Element x y z (Å)
O (1.25, -1.04, 1.77)
N (-0.60, 0.00, 0.61)
N (-0.52, 1.14, -1.65)
C (0.96, -0.15, 0.71)
C (-1.50, -0.36, 1.44)
C (1.59, 1.22, 0.91)
C (-0.81, -0.10, -0.98)
C (1.07, -0.74, -0.64)
C (-1.83, -0.90, -1.41)
H (-2.25, -0.75, -2.39)
H (1.75, -0.25, -1.33)
H (-1.21, -0.61, 2.46)
H (1.71, -0.56, 2.47)
H (1.26, 1.89, 0.12)
H (-2.15, -1.77, -0.85)
H (1.07, -1.82, -0.68)
H (1.31, 1.63, 1.89)
H (2.67, 1.11, 0.88)
H (-2.52, -0.48, 1.09)
H (0.13, 1.01, -2.41)
H (-1.38, 1.53, -2.03)

Summary:
spin multiplicity: 1
max |F|: 1.7 eV/Å
HOMO-LUMO gap (alpha / beta): 6.56 / 6.56 eV
E_HOMO (alpha / beta): -6.10 / -6.10 eV
net charge: 0
energy above the lowest of the compared OMol25 structures with the same formula, charge and spin: 111.3 kcal per mole

The computed Mulliken charges, all in e, follow: atom 1 (O): -0.553, atom 2 (N): 0.005, atom 3 (N): -0.561, atom 4 (C): 1.243, atom 5 (C): -0.413, atom 6 (C): -1.729, atom 7 (C): 0.752, atom 8 (C): -1.434, atom 9 (C): -1.384, atom 10 (H): 0.263, atom 11 (H): 0.329, atom 12 (H): 0.271, atom 13 (H): 0.356, atom 14 (H): 0.428, atom 15 (H): 0.306, atom 16 (H): 0.367, atom 17 (H): 0.442, atom 18 (H): 0.400, atom 19 (H): 0.403, atom 20 (H): 0.229, atom 21 (H): 0.278